[1]
{
  "formula": "C19H21N5O5S2",
  "method": "ωB97M-V with the def2-TZVPD basis set",
  "symbols": ["C", "H", "H", "H", "S", "O", "O", "N", "C", "H", "C", "N", "C", "C", "C", "C", "C", "C", "H", "H", "N", "C", "O", "C", "H", "H", "S", "C", "N", "N", "C", "C", "C", "C", "C", "O", "H", "H", "H", "O", "H", "H", "H", "C", "H", "C", "H", "H", "H", "H", "H", "H"],
  "positions_angstrom": [[-5.1699, -1.7489, 0.0363], [-4.8931, -1.8792, 1.0733], [-4.6652, -2.4602, -0.6023], [-6.2437, -1.8173, -0.0821], [-4.6536, -0.0967, -0.4892], [-5.2485, 0.8618, 0.3985], [-4.9047, 0.0251, -1.8937], [-2.9973, -0.2167, -0.2421], [-2.5519, 0.2672, 1.0517], [-3.3232, 0.0184, 1.7799], [-2.3224, 1.7857, 1.0269], [-1.4257, 2.1714, -0.0429], [-0.0485, 2.0461, 0.1330], [0.5293, 1.5595, 1.3101], [1.8970, 1.4276, 1.4323], [2.7438, 1.7763, 0.3864], [2.1931, 2.3435, -0.7576], [0.8259, 2.4759, -0.8731], [0.4341, 2.9296, -1.7694], [2.8367, 2.6607, -1.5612], [4.1037, 1.4408, 0.5086], [5.0150, 1.3783, -0.4950], [4.9709, 2.0091, -1.5266], [6.1052, 0.3376, -0.2417], [6.2811, 0.1114, 0.8070], [7.0265, 0.6117, -0.7516], [5.5450, -1.1934, -1.0910], [4.1195, -1.5055, -0.1672], [3.9203, -1.2464, 1.0926], [2.6569, -1.5979, 1.3700], [2.1371, -2.0648, 0.2717], [0.7930, -2.5175, 0.1088], [-0.2067, -2.6305, 1.0471], [-1.3369, -3.0986, 0.3483], [-0.9462, -3.2327, -0.9527], [0.3352, -2.8843, -1.1062], [-1.4730, -3.5538, -1.8293], [-2.3042, -3.3078, 0.7543], [-0.1118, -2.4116, 2.0897], [3.0280, -2.0390, -0.7521], [4.2956, 0.8905, 1.3384], [2.3085, 1.0044, 2.3367], [-0.0781, 1.2512, 2.1448], [-1.9908, 1.7605, -1.3154], [-1.3571, 2.0722, -2.1426], [-2.1690, 0.2367, -1.3424], [-2.6610, -0.0770, -2.2618], [-1.1931, -0.2533, -1.2569], [-2.9722, 2.2322, -1.4256], [-1.9404, 2.1407, 1.9836], [-3.2866, 2.2692, 0.8421], [-1.6266, -0.2623, 1.2995]],
  "forces_ev_per_angstrom": [[0.19, 0.85, -0.30], [0.07, -0.03, 0.22], [0.10, -0.13, -0.10], [-0.18, 0.07, -0.02], [-0.03, -0.93, 0.32], [0.07, -0.05, 0.23], [0.18, -0.13, -0.23], [-1.05, 0.03, -0.22], [0.06, 0.28, 0.54], [0.16, -0.01, 0.21], [-0.04, -0.17, 0.17], [-0.32, 0.33, 0.05], [0.39, 0.07, 0.05], [-0.18, 0.03, -0.07], [0.22, 0.15, -0.19], [-0.28, 0.08, -0.03], [0.13, -0.04, -0.07], [-0.16, -0.12, 0.11], [-0.05, 0.05, -0.07], [0.02, 0.03, -0.02], [0.09, 0.24, 0.48], [0.47, -0.04, 0.33], [-0.05, 0.06, -0.27], [-0.43, -0.18, -0.18], [0.06, 0.06, 0.00], [-0.06, 0.02, 0.03], [0.34, 0.02, -0.27], [0.13, 0.12, 0.79], [1.31, -0.15, -0.71], [-1.65, -0.59, -0.06], [0.72, 0.38, 0.49], [-0.90, -0.16, 0.72], [0.85, 0.12, -0.49], [0.06, -0.13, -0.66], [-0.83, -0.14, 0.57], [0.61, 0.13, -0.28], [0.02, -0.03, -0.18], [-0.24, -0.06, 0.02], [0.06, 0.07, 0.25], [-0.23, 0.02, -0.04], [0.08, 0.00, -0.38], [0.03, -0.07, 0.10], [-0.10, -0.05, 0.06], [0.05, -0.36, -0.21], [-0.09, 0.03, 0.01], [0.12, 0.31, -0.64], [0.25, 0.00, -0.09], [-0.05, -0.03, 0.01], [0.08, 0.04, -0.08], [-0.05, 0.00, 0.00], [0.12, -0.01, 0.10], [-0.10, 0.00, 0.00]],
  "e_lumo_ev": 0.1,
  "smiles": "CS(=O)(=O)N1CCN(c2ccc(NC(=O)CSc3nnc(-c4ccco4)o3)cc2)CC1",
  "e_above_lowest_ev": 1.5899,
  "e_tot_ha": -2182.94216,
  "homo_ha": -0.273
}

---

[2]
{
  "formula": "C5H10N2",
  "method": "ωB97M-V with the def2-TZVPD basis set",
  "symbols": ["C", "C", "C", "C", "C", "N", "N", "H", "H", "H", "H", "H", "H", "H", "H", "H", "H"],
  "positions_angstrom": [[-1.9687, 1.6959, 0.1006], [-0.7499, 0.7631, 0.1222], [-2.8040, 2.1631, 1.1380], [1.4470, -1.2061, 0.7407], [1.6596, -1.3980, -1.5733], [0.0101, 0.1426, -0.7789], [1.0059, -0.6731, -0.4578], [-2.3075, 1.7178, -0.9702], [-0.6451, 0.5940, 1.1939], [-2.2544, 2.3361, 2.0366], [-3.5546, 2.8723, 0.8485], [0.6591, -1.3871, 1.5689], [1.9715, -2.1509, 0.4692], [2.1985, -0.6069, 1.2349], [1.8476, -0.7713, -2.4471], [2.6029, -1.8750, -1.2863], [0.8819, -2.2165, -1.9397]],
  "forces_ev_per_angstrom": [[-1.24, -1.38, -1.93], [0.34, -0.31, 1.73], [4.07, -0.36, -3.32], [-0.47, -1.37, 3.53], [-2.54, -0.88, -1.47], [-2.22, 1.91, 1.13], [0.51, 0.04, -2.61], [-0.24, 0.57, 1.04], [1.04, -0.59, 0.18], [-0.35, -0.38, 1.16], [-0.56, -0.13, 0.06], [0.85, 0.09, -1.55], [-0.76, 0.47, 0.87], [0.37, 0.56, 0.22], [-0.13, 0.21, 0.26], [-0.43, 0.30, 0.07], [1.75, 1.26, 0.62]],
  "e_lumo_ev": 0.6,
  "smiles": "C=C/C=N/N(C)C",
  "e_above_lowest_ev": 4.0862,
  "e_tot_ha": -305.87369,
  "homo_ha": -0.283
}